No. 1
The following is a quantum chemistry calculation of 10 unconnected molecules or ions with the total composition C5H27NO11, from OMol25.

The geometry in XYZ format:
```
44
Properties=species:S:1:pos:R:3:lowdin_charge:R:1
O 1.34 2.25 2.75 0.0312
C 0.34 1.70 3.13 -0.1646
C -0.59 0.95 2.16 -0.3453
C 0.09 0.65 0.83 -0.1751
C -0.83 0.45 -0.38 -0.1659
C -1.53 1.68 -0.85 -0.2252
O -2.58 1.58 -1.45 0.0466
N -1.32 -0.11 2.80 0.0616
H -0.05 1.90 4.14 0.1310
H -1.33 1.71 1.86 0.1540
H 0.68 1.53 0.56 0.0844
H 0.83 -0.14 0.90 0.1086
H -0.24 0.01 -1.18 0.0973
H -1.51 -0.38 -0.20 0.0805
H -1.09 2.63 -0.55 0.1065
H -2.10 -0.43 2.25 0.0707
H -0.76 -0.92 3.02 0.0658
H 3.40 0.73 0.34 0.0441
H 3.44 0.30 -1.27 0.0245
O 2.97 0.65 -0.51 -0.0362
H -0.38 4.85 1.26 0.0458
H 1.03 4.55 0.59 0.0207
O 0.14 4.22 0.76 -0.0557
H 0.02 -4.61 2.17 0.0338
H 0.79 -3.96 3.39 0.0500
O 0.56 -3.90 2.46 -0.0299
H -0.29 -0.46 -2.90 0.0237
H 0.69 -1.54 -2.90 0.0197
O -0.25 -1.40 -3.12 -0.0510
H 2.56 3.17 1.73 0.0047
H 2.51 3.01 0.25 0.0169
O 2.85 3.62 0.92 -0.0730
H -0.54 -2.55 -0.11 0.0440
H -0.77 -2.71 1.45 0.0154
O -0.80 -2.11 0.70 -0.0622
H 2.35 -1.71 -4.08 0.0446
H 2.54 -0.34 -4.22 0.0602
O 2.73 -1.01 -3.54 -0.0531
H -1.13 -3.79 -2.87 0.0176
H -2.29 -2.96 -2.25 -0.0097
O -1.67 -3.69 -2.09 -0.0799
H -3.63 -0.97 -2.62 0.0562
H -2.74 -0.95 -1.50 0.0053
O -3.44 -1.51 -1.85 -0.0387
```

Results
- lowest unoccupied orbital energy (hartree) = 0.003
- SMILES = N[C@@H](C=O)CCC=O.O.O.O.O.O.O.O.O.O
- ΔE to the lowest compared entry with this formula, charge and spin (eV) = 2.2748
- highest occupied orbital energy (eV) = -9.3
- charge = 0
- E (eV) = -29634.6511

***

No. 2
The following is a quantum chemistry calculation of a molecular structure, C5H28B2CrO5, from OMol25.

The geometry in XYZ format:
```
41
Properties=species:S:1:pos:R:3:lowdin_spin:R:1
Cr 0.01 0.09 -0.27 2.7881
B -0.95 -1.45 -1.51 0.0620
H -1.18 -0.30 -1.74 0.0129
H 0.22 -1.56 -1.28 0.0148
H -1.55 -1.76 -0.53 0.0194
H -1.23 -2.11 -2.47 -0.0041
B 0.82 1.43 1.38 0.0417
H -0.34 1.13 1.42 0.0176
H 1.14 1.49 0.22 -0.0029
H 0.98 2.53 1.84 -0.0036
H 1.48 0.61 1.96 0.0112
C -1.57 3.01 -0.12 0.0012
O -1.15 1.83 -0.86 0.0037
H -1.65 2.74 0.93 0.0005
H -0.81 3.78 -0.23 0.0000
H -2.50 3.37 -0.54 0.0002
H -1.37 1.97 -1.78 0.0003
C 3.33 -0.43 0.33 0.0003
O 2.11 -0.90 -0.26 0.0018
H 3.30 -0.57 1.41 0.0004
H 4.19 -0.95 -0.10 -0.0003
H 3.41 0.63 0.13 0.0002
H 2.17 -1.85 -0.41 0.0007
C -0.22 -2.73 1.40 0.0030
O -0.02 -1.31 1.36 0.0103
H -1.24 -2.98 1.68 0.0008
H 0.00 -3.15 0.42 0.0012
H 0.46 -3.16 2.13 -0.0004
H 0.09 -1.00 2.26 0.0016
C 1.68 0.06 -3.04 -0.0002
O 0.95 0.79 -2.04 -0.0031
H 1.59 -1.00 -2.85 0.0002
H 1.22 0.22 -4.02 -0.0001
H 2.73 0.34 -3.05 0.0001
H 1.10 1.72 -2.21 0.0005
C -2.84 -0.23 2.09 0.0022
O -2.40 0.11 0.76 0.0166
H -3.76 0.29 2.33 0.0005
H -3.04 -1.30 2.14 0.0000
H -2.06 0.04 2.80 0.0006
H -3.11 0.56 0.31 0.0003
```

Results
- lowest unoccupied orbital energy (spin up / spin down) (hartree) = -0.185 / -0.129
- ΔE to the lowest compared entry with this formula, charge and spin (eV) = 0.1841
- highest occupied orbital energy (spin up / spin down) (eV) = -13.3 / -13.6
- charge = +1
- multiplicity = 4
- E (eV) = -45639.9629

***

No. 3
The following is a quantum chemistry calculation of a molecular structure, C5H28B2CrO5, from OMol25.

The geometry in XYZ format:
```
41
Properties=species:S:1:pos:R:3:lowdin_spin:R:1
Cr -0.14 -0.09 0.04 2.7738
B 0.51 -2.15 -0.13 0.1500
H -0.15 -1.83 -0.92 0.0242
H 0.99 -3.09 -0.36 0.0233
H 1.24 -1.37 0.03 0.0414
H -0.03 -2.18 0.81 0.0439
B -0.90 1.93 0.15 0.1077
H -0.63 1.31 0.99 0.0079
H -0.55 2.92 0.38 0.0209
H -0.44 1.60 -0.77 0.0329
H -1.97 1.86 0.02 0.0269
C 2.45 -0.38 -2.24 0.0457
O 1.14 0.19 -1.97 0.2967
H 2.84 -1.20 -1.65 0.0013
H 2.41 -0.75 -3.27 0.0202
H 3.13 0.47 -2.22 0.0201
H 0.94 0.80 -2.68 0.0014
C -1.82 0.43 -2.88 0.0051
O -1.71 -0.27 -1.62 0.0036
H -2.88 0.55 -3.09 0.0003
H -1.41 1.44 -2.82 0.0008
H -1.32 -0.09 -3.70 0.0021
H -2.64 -0.49 -1.48 -0.0002
C -2.51 -2.09 0.94 0.0016
O -2.03 -0.76 0.94 -0.0150
H -2.21 -2.57 0.01 0.0004
H -2.09 -2.77 1.69 0.0013
H -3.59 -2.15 1.06 -0.0010
H -2.44 -0.35 1.71 -0.0002
C 2.44 2.15 0.47 0.0416
O 1.84 0.86 0.67 0.2251
H 3.44 1.93 0.09 0.0168
H 1.88 2.62 -0.33 0.0007
H 2.59 2.82 1.32 0.0190
H 2.47 0.30 1.14 0.0008
C 0.19 0.40 3.45 0.0034
O 0.17 -0.48 2.33 0.0513
H 0.91 1.21 3.43 0.0013
H -0.83 0.79 3.43 0.0016
H 0.38 -0.12 4.38 0.0002
H 0.29 -1.38 2.66 0.0009
```

Results
- lowest unoccupied orbital energy (spin up / spin down) (hartree) = -0.350 / -0.508
- highest occupied orbital energy (spin up / spin down) (eV) = -17.9 / -17.9
- charge = +2
- multiplicity = 5
- E (eV) = -45623.0491

***

No. 4
The following is a quantum chemistry calculation of 10 unconnected molecules or ions with the total composition C5H28BF4O9, from OMol25.

The geometry in XYZ format:
```
47
Properties=species:S:1:pos:R:3:lowdin_charge:R:1
B 0.21 0.10 -0.87 -1.3796
F -0.24 -0.54 0.28 0.0989
F 0.01 1.41 -0.79 0.1629
F 1.61 -0.17 -0.96 0.0501
F -0.41 -0.39 -2.01 0.1050
C -0.41 -4.30 3.88 -0.1708
O -1.74 -4.72 3.69 -0.1233
H -0.32 -4.00 4.92 0.0743
H 0.25 -5.13 3.62 0.0817
H -0.15 -3.42 3.29 0.0773
H -2.22 -4.16 4.31 0.0695
C 2.86 -3.79 -3.29 -0.1774
O 3.62 -3.37 -2.16 -0.1155
H 3.35 -4.67 -3.71 0.0695
H 1.88 -4.19 -3.02 0.0699
H 2.72 -3.02 -4.04 0.0747
H 3.21 -2.59 -1.79 0.0700
C 3.33 -1.04 4.18 -0.1415
O 2.97 -1.73 5.39 -0.1496
H 3.79 -0.10 4.46 0.0697
H 4.03 -1.63 3.59 0.0796
H 2.40 -0.83 3.65 0.0784
H 2.24 -1.29 5.82 0.0635
C -4.41 2.39 -3.13 -0.1542
O -5.70 2.85 -2.75 -0.1408
H -3.62 3.10 -2.91 0.0730
H -4.19 1.40 -2.72 0.0850
H -4.50 2.33 -4.22 0.0722
H -6.10 3.44 -3.39 0.0653
C -1.04 5.66 2.01 -0.1198
O -0.99 4.40 2.80 -0.1451
H -1.49 6.38 2.70 0.0685
H -0.07 5.94 1.59 0.0689
H -1.79 5.53 1.24 0.0692
H -0.87 3.74 2.12 0.0579
O -2.74 -3.66 -0.10 -0.0541
H -2.53 -4.08 0.74 0.0131
H -2.29 -2.81 -0.05 0.0261
O -1.79 -1.93 -5.36 -0.0563
H -1.18 -2.61 -5.63 0.0218
H -1.57 -1.75 -4.45 0.0255
O 1.05 4.79 -2.90 -0.0510
H 1.70 5.27 -2.39 0.0194
H 0.88 4.00 -2.39 0.0260
O 3.66 2.94 0.54 -0.0499
H 3.62 3.79 0.10 0.0168
H 2.98 2.42 0.12 0.0252
```

Results
- lowest unoccupied orbital energy (hartree) = 0.086
- ΔE to the lowest compared entry with this formula, charge and spin (eV) = 1.5422
- highest occupied orbital energy (eV) = -7.9
- charge = -1
- E (eV) = -35619.1443

***

No. 5
The following is a quantum chemistry calculation of 9 unconnected molecules or ions with the total composition C5H28N2O9, from OMol25.

The geometry in XYZ format:
```
44
Properties=species:S:1:pos:R:3:lowdin_spin:R:1
C -1.34 -0.76 -0.76 0.0027
N -1.53 0.56 -0.49 0.5056
C -1.89 1.42 -1.60 0.0768
C 0.58 1.28 0.75 0.0525
C -0.93 1.22 0.75 0.0480
C -1.56 2.55 1.03 0.0062
N -1.10 2.93 2.39 0.0169
O -1.05 -1.13 -1.89 0.1999
H -1.21 -1.58 -0.03 -0.0013
H -2.81 1.17 -2.15 0.0253
H -1.97 2.52 -1.41 -0.0001
H -1.25 1.25 -2.49 0.0396
H 1.17 0.35 0.61 0.0001
H 0.82 1.71 1.66 0.0059
H 0.93 1.90 -0.06 0.0010
H -1.29 0.58 1.57 0.0156
H -1.32 3.35 0.34 0.0001
H -2.67 2.47 1.07 0.0025
H -1.06 3.97 2.62 0.0010
H -1.76 2.59 3.09 -0.0002
H 3.15 0.33 -3.07 0.0000
H 3.25 -0.52 -1.75 0.0000
O 2.89 0.32 -1.99 0.0001
H -0.29 -3.75 2.18 0.0000
H -0.06 -3.34 0.76 0.0000
O -0.35 -3.11 1.59 0.0004
H 0.81 -2.57 -3.78 0.0000
H 0.80 -1.26 -3.09 0.0000
O 1.29 -2.08 -3.24 0.0009
H 0.15 1.96 4.76 0.0000
H -0.48 0.59 4.47 0.0000
O -0.67 1.46 4.99 -0.0002
H 1.67 -2.49 0.10 0.0000
H 1.21 -1.89 -1.28 0.0000
O 1.44 -1.75 -0.41 -0.0018
H 0.34 -4.13 -1.69 0.0000
H 1.51 -3.62 -2.26 0.0000
O 1.32 -4.20 -1.58 0.0000
H 1.34 -0.97 2.51 0.0000
H 2.37 -1.99 3.20 0.0000
O 1.50 -1.46 3.31 0.0000
H 0.06 3.84 -3.28 0.0000
H -1.26 3.58 -2.41 0.0002
O -0.49 4.10 -2.58 0.0022
```

Results
- lowest unoccupied orbital energy (spin up / spin down) (hartree) = -0.138 / -0.308
- ΔE to the lowest compared entry with this formula, charge and spin (eV) = 4.7027
- highest occupied orbital energy (spin up / spin down) (eV) = -13.2 / -13.1
- charge = +1
- multiplicity = 2
- E (eV) = -27035.4142

***

No. 6
The following is a quantum chemistry calculation of 9 unconnected molecules or ions with the total composition C5H28NO11, from OMol25.

The geometry in XYZ format:
```
45
Properties=species:S:1:pos:R:3:lowdin_charge:R:1
O 0.81 -2.73 0.86 -0.1777
C 0.38 -1.51 1.09 -0.5294
C -0.16 -0.87 -0.29 -0.2954
C -0.30 0.70 -0.01 -0.1603
C -0.75 1.67 -1.16 -0.1132
C -2.26 2.01 -0.99 -0.3026
O -2.48 3.29 -1.19 0.0319
N 0.68 -1.14 -1.38 0.1071
H 1.09 -0.74 1.49 0.1084
H -1.28 -1.19 -0.42 0.1663
H 0.59 0.96 0.52 0.0635
H -0.92 0.73 0.91 0.0707
H -0.50 1.29 -2.18 0.0808
H -0.01 2.56 -0.99 0.1324
H -2.48 1.68 0.03 0.1158
H -2.84 1.45 -1.57 0.0818
H 0.44 -2.09 -1.66 0.0668
H 1.53 -1.02 -1.36 -0.0583
H -1.46 1.83 3.16 0.0202
H -0.05 1.86 3.42 -0.0158
O -0.67 2.31 2.85 -0.0721
H -2.09 -0.47 1.92 0.0615
H -0.57 -2.59 2.52 0.1267
O -0.56 -1.64 2.21 -0.1130
H -1.64 -0.85 -3.49 0.0624
H -1.68 -2.21 -3.07 -0.0358
O -2.27 -1.52 -3.10 -0.0436
H 0.36 -3.56 -0.18 0.0194
H -1.01 -3.80 -0.66 0.0111
O -0.15 -3.93 -1.10 -0.2204
H 3.32 -0.08 -2.55 -0.0371
H 3.26 -0.51 -1.23 -0.0391
O 3.62 0.11 -1.74 0.0639
H 1.60 1.27 -3.04 -0.0706
H 1.02 0.04 -3.43 0.0418
O 1.48 0.84 -3.80 -0.0314
H 0.83 -0.72 3.39 0.1324
H 1.76 0.46 3.22 -0.0757
O 1.12 0.26 3.82 -0.0868
H -2.60 -0.86 3.27 -0.0403
H -2.12 3.80 -0.61 0.0090
O -2.75 -0.20 2.68 -0.0781
H 2.69 2.37 1.33 0.1696
H 3.61 1.21 0.84 -0.0410
O 3.40 1.56 1.68 -0.1059
```

Results
- lowest unoccupied orbital energy (hartree) = 0.100
- ΔE to the lowest compared entry with this formula, charge and spin (eV) = 8.8242
- highest occupied orbital energy (eV) = -5.0
- charge = -1
- E (eV) = -29649.0986

***

| no. | molar mass (g mol⁻¹) |
| --- | --- |
| 1 | 277.3 |
| 2 | 241.9 |
| 3 | 241.9 |
| 4 | 319.1 |
| 5 | 260.3 |
| 6 | 278.3 |